Record 1
Formula: C3H2F2O
Source: the Open Molecules 2025 dataset
Level of theory: ωB97M-V/def2-TZVPD

Summary:
Highest occupied orbital energy: -10.51 eV
SMILES: O=C/C(F)=C/F
LUMO level: -1.01 eV
Orbital gap: 9.50 eV

Last column: Mulliken charge in e.
Positions of all 8 atoms, in Å:
1 C 1.13 -0.30 -0.09  -0.161
2 C -0.03 0.48 -0.28  0.489
3 C -1.35 -0.13 -0.16  0.012
4 H 1.27 -1.32 0.02  0.358
5 H -1.24 -1.29 -0.11  0.203
6 O -2.39 0.45 0.37  -0.468
7 F 2.36 0.34 0.30  -0.219
8 F 0.25 1.77 -0.06  -0.213

***

Record 2
Formula: C22H16Br2N2OPd
Source: the Open Molecules 2025 dataset
Level of theory: ωB97M-V/def2-TZVPD

Summary:
Highest occupied orbital energy: -7.12 eV
LUMO level: -0.38 eV
Orbital gap: 6.74 eV

Last column: Mulliken charge in e.
Positions of all 44 atoms, in Å:
1 Pd 0.34 -0.57 -0.03  0.064
2 C 0.53 1.71 -2.39  -1.203
3 C -0.32 0.56 -2.83  0.916
4 C -0.86 0.52 -4.13  -0.859
5 C -1.62 -0.55 -4.52  -0.716
6 C -1.86 -1.62 -3.63  1.073
7 C -2.61 -2.77 -3.94  -0.229
8 Br -3.42 -2.97 -5.64  -0.239
9 C -2.76 -3.76 -3.01  -0.354
10 C -2.17 -3.66 -1.74  -0.297
11 Br -2.41 -5.07 -0.51  -0.161
12 C -1.41 -2.56 -1.34  0.984
13 O -0.87 -2.45 -0.19  -0.747
14 C -1.28 -1.52 -2.34  -0.105
15 N -0.55 -0.43 -1.98  -0.439
16 H 0.65 2.43 -3.19  0.411
17 H 1.52 1.36 -2.09  0.252
18 H 0.10 2.22 -1.53  0.167
19 H -0.66 1.33 -4.81  0.370
20 H -2.04 -0.59 -5.52  0.334
21 H -3.33 -4.65 -3.24  0.426
22 N -0.88 0.95 1.00  -0.251
23 C -0.56 1.48 2.32  0.423
24 C -1.57 2.14 3.01  -0.469
25 C -1.34 2.66 4.28  -0.613
26 C -0.09 2.50 4.86  -0.683
27 C 0.91 1.84 4.17  -0.800
28 C 0.71 1.32 2.88  0.140
29 C 1.83 0.60 2.22  0.452
30 C 3.14 1.03 2.43  -0.565
31 C 4.22 0.30 1.94  -0.692
32 C 4.00 -0.89 1.26  -0.525
33 C 2.69 -1.30 1.02  -0.690
34 C 1.61 -0.51 1.41  0.403
35 H -1.71 0.37 1.06  0.471
36 H -1.11 1.72 0.37  0.319
37 H -2.54 2.25 2.55  0.411
38 H -2.14 3.16 4.81  0.377
39 H 0.10 2.88 5.85  0.402
40 H 1.87 1.69 4.64  0.496
41 H 3.32 1.94 2.98  0.513
42 H 5.23 0.66 2.10  0.377
43 H 4.83 -1.49 0.92  0.403
44 H 2.50 -2.24 0.51  0.453

***

Record 3
Formula: C5H10N2S
Source: the Open Molecules 2025 dataset
Level of theory: ωB97M-V/def2-TZVPD

Summary:
Highest occupied orbital energy (spin up / spin down): -7.61 / -7.61 eV
SMILES: C/C=[N+](/C)[S-].CC#N
LUMO level (spin up / spin down): 0.31 / 0.31 eV
Orbital gap (spin up / spin down): 7.92 / 7.92 eV

Last column: Mulliken charge in e.
Positions of all 18 atoms, in Å:
1 C 2.04 0.08 -0.49  0.543
2 C -0.76 -0.92 0.09  -0.084
3 C 2.10 1.05 0.54  -0.748
4 C -0.61 -1.26 1.55  -1.056
5 C -1.35 0.38 -1.82  -0.837
6 N 1.59 -0.71 -1.18  -0.570
7 N -1.27 0.26 -0.34  0.133
8 S -1.44 1.59 0.60  -0.372
9 H -0.94 -1.78 -0.55  0.339
10 H 1.90 2.01 -0.06  0.238
11 H 3.10 1.31 0.95  0.326
12 H 1.35 0.83 1.23  0.226
13 H -0.95 -0.44 2.24  0.291
14 H 0.46 -1.33 1.74  0.267
15 H -1.05 -2.20 1.82  0.359
16 H -1.76 1.31 -1.99  0.328
17 H -0.28 0.19 -2.18  0.314
18 H -2.12 -0.38 -2.14  0.304

***

Record 4
Formula: H40O20
Source: the Open Molecules 2025 dataset
Level of theory: ωB97M-V/def2-TZVPD

Summary:
Highest occupied orbital energy: -10.80 eV
LUMO level: -0.56 eV
Orbital gap: 10.24 eV

Last column: Mulliken charge in e.
Positions of all 60 atoms, in Å:
1 O -3.53 3.04 1.77  -0.591
2 H -3.65 3.31 2.71  0.310
3 H -2.67 3.18 1.43  0.293
4 O 1.79 3.23 1.67  -0.612
5 H 1.71 2.69 0.92  0.448
6 H 1.05 3.80 1.68  0.280
7 O -1.46 1.98 5.63  -0.634
8 H -0.57 1.58 5.98  0.332
9 H -1.42 1.94 4.69  0.311
10 O 1.25 1.60 -0.39  -0.676
11 H 1.25 0.74 0.26  0.345
12 H 1.28 1.18 -1.32  0.236
13 O 0.01 0.91 -5.40  -0.621
14 H 0.32 1.36 -4.65  0.290
15 H -0.82 0.49 -5.22  0.325
16 O -5.59 -1.56 -2.18  -0.723
17 H -4.82 -1.72 -1.59  0.332
18 H -5.99 -1.04 -1.42  0.366
19 O -2.14 -5.48 0.65  -0.619
20 H -1.25 -5.28 0.46  0.305
21 H -2.60 -5.64 -0.19  0.316
22 O 3.09 -0.53 -2.66  -0.596
23 H 3.37 -0.72 -3.55  0.293
24 H 2.17 -0.84 -2.52  0.310
25 O -1.66 3.46 -1.57  -0.588
26 H -1.53 3.89 -2.45  0.287
27 H -0.96 3.78 -0.98  0.270
28 O -1.62 0.70 -0.41  -0.530
29 H -2.02 1.03 -1.20  0.305
30 H -1.34 1.51 0.05  0.231
31 O 1.05 -2.47 0.72  -0.586
32 H 0.85 -2.17 1.59  0.295
33 H 1.49 -3.31 0.69  0.321
34 O 0.75 0.61 2.26  -0.633
35 H 1.62 0.35 2.62  0.286
36 H 0.94 1.50 2.77  0.290
37 O 0.88 -4.17 2.32  -0.578
38 H 1.48 -4.18 2.97  0.240
39 H -0.05 -4.11 2.43  0.311
40 O 5.38 -0.44 -1.61  -0.601
41 H 5.47 -0.02 -0.76  0.284
42 H 4.64 -1.01 -1.55  0.331
43 O 3.54 1.11 3.87  -0.651
44 H 4.45 1.35 3.53  0.320
45 H 3.51 2.05 4.38  0.337
46 O -3.73 -0.29 -3.86  -0.639
47 H -4.20 -0.62 -3.07  0.396
48 H -4.16 -1.04 -4.34  0.305
49 O 1.46 4.52 -2.88  -0.644
50 H 2.40 4.62 -3.41  0.331
51 H 1.82 4.24 -1.98  0.313
52 O 1.63 -4.38 -2.89  -0.611
53 H 1.11 -3.60 -2.94  0.311
54 H 1.33 -4.94 -2.18  0.299
55 O 3.17 -2.75 3.72  -0.623
56 H 3.79 -2.31 4.24  0.286
57 H 2.51 -2.16 3.31  0.340
58 O -5.28 0.30 -0.25  -0.702
59 H -4.95 -0.30 0.51  0.354
60 H -4.53 1.04 -0.40  0.321

***

Record 5
Formula: C4H6N2
Source: the Open Molecules 2025 dataset
Level of theory: ωB97M-V/def2-TZVPD

Summary:
Highest occupied orbital energy: -9.31 eV
LUMO level: 0.29 eV
Orbital gap: 9.60 eV

Last column: Mulliken charge in e.
Positions of all 12 atoms, in Å:
1 N -1.76 -0.44 -2.61  -0.441
2 C -1.33 -0.12 -1.58  0.027
3 C -0.63 0.24 -0.34  0.124
4 C -0.16 -0.85 0.66  -0.432
5 C 1.15 -0.09 0.53  -0.449
6 N 0.73 0.48 -0.61  -0.065
7 H -0.73 1.31 0.91  0.039
8 H -0.60 -0.74 1.65  0.299
9 H -0.21 -1.90 0.33  0.311
10 H 2.19 -0.35 0.70  0.281
11 H 0.43 1.21 1.64  0.083
12 H 1.14 1.23 -1.15  0.221

***

Record 6
Formula: C7H14O
Source: the Open Molecules 2025 dataset
Level of theory: ωB97M-V/def2-TZVPD

Summary:
Highest occupied orbital energy: -9.24 eV
SMILES: C/C=C/CCCCO
LUMO level: 1.03 eV
Orbital gap: 10.27 eV

Last column: Mulliken charge in e.
Positions of all 22 atoms, in Å:
1 C -1.54 -1.71 -1.16  -0.444
2 O -2.00 -1.98 -2.50  -0.532
3 C -1.23 -0.22 -1.06  -0.551
4 C 0.18 0.07 -1.51  -0.781
5 C 1.21 -0.26 -0.40  -0.643
6 C 0.99 1.87 2.87  -1.177
7 C 0.86 0.74 1.87  -0.037
8 C 1.28 0.82 0.62  -0.348
9 H -0.62 -2.28 -1.04  0.194
10 H -2.30 -2.04 -0.46  0.393
11 H -2.73 -2.60 -2.46  0.295
12 H -1.96 0.28 -1.70  0.340
13 H -1.34 0.15 -0.04  0.342
14 H 0.31 1.14 -1.70  0.413
15 H 0.42 -0.44 -2.45  0.326
16 H 2.17 -0.39 -0.87  0.365
17 H 0.94 -1.22 0.04  0.307
18 H 1.85 2.51 2.61  0.324
19 H 1.23 1.45 3.85  0.337
20 H 0.10 2.50 2.88  0.252
21 H 0.42 -0.15 2.29  0.360
22 H 1.76 1.76 0.34  0.263